Density functional theory data (ωB97M-V with the def2-TZVPD basis set) for 12 unconnected molecules or ions with the total composition C45H78F3N6O13S6.

Each line ends with the Löwdin charge.
Atoms and positions in Å:
C1 -0.11 -0.15 -0.02  -0.721
F1 0.10 -1.41 0.09  0.165
F2 -1.27 0.05 -0.70  0.092
F3 -0.10 0.42 1.17  0.122
S1 1.32 0.63 -1.00  0.483
O1 1.12 2.06 -0.73  -0.379
O2 2.57 0.08 -0.44  -0.380
O3 1.12 0.18 -2.40  -0.384
C2 6.22 3.65 -5.12  -0.099
C3 4.84 3.74 -4.43  -0.255
C4 4.38 5.17 -4.24  -0.214
C5 5.26 6.07 -3.44  -0.209
N1 5.87 6.70 -2.68  0.122
H1 6.30 2.73 -5.70  0.063
H2 7.05 3.66 -4.41  0.071
H3 6.35 4.45 -5.85  0.068
H4 4.83 3.22 -3.47  0.113
H5 4.03 3.27 -4.99  0.109
H6 3.38 5.06 -3.83  0.119
H7 4.28 5.60 -5.24  0.112
C6 -1.49 0.47 7.48  -0.112
C7 -1.91 1.93 7.22  -0.249
C8 -1.26 2.92 8.21  -0.192
C9 -1.34 2.58 9.65  -0.226
N2 -1.42 2.31 10.77  0.131
H8 -1.83 0.23 8.49  0.061
H9 -0.43 0.24 7.44  0.075
H10 -2.05 -0.26 6.91  0.065
H11 -2.97 2.06 7.44  0.106
H12 -1.78 2.17 6.17  0.109
H13 -1.78 3.85 7.96  0.117
H14 -0.19 2.96 8.03  0.116
C10 -1.08 -7.06 6.18  -0.109
C11 -0.63 -5.69 5.61  -0.227
C12 0.12 -5.83 4.27  -0.209
C13 -0.59 -6.57 3.28  -0.238
N3 -1.16 -7.21 2.42  0.125
H15 -1.40 -7.07 7.22  0.065
H16 -0.29 -7.81 6.29  0.070
H17 -1.84 -7.49 5.52  0.068
H18 -0.04 -5.17 6.37  0.103
H19 -1.50 -5.06 5.41  0.104
H20 1.01 -6.44 4.38  0.124
H21 0.42 -4.88 3.83  0.124
C14 4.99 -0.44 6.32  -0.103
C15 4.68 -1.05 4.95  -0.269
C16 5.85 -1.13 4.03  -0.203
C17 7.11 -1.48 4.65  -0.250
N4 8.09 -1.76 5.14  0.146
H22 5.22 0.62 6.38  0.078
H23 5.76 -0.99 6.85  0.066
H24 4.12 -0.58 6.96  0.065
H25 3.88 -0.51 4.45  0.112
H26 4.30 -2.06 5.03  0.108
H27 5.99 -0.11 3.65  0.125
H28 5.64 -1.77 3.17  0.126
C18 -6.11 -1.53 3.10  -0.202
C19 -6.29 -0.06 2.66  -0.229
C20 -7.53 0.12 1.76  -0.206
S2 -8.80 -1.03 2.49  0.723
O4 -9.28 -1.79 1.32  -0.371
O5 -9.67 -0.32 3.39  -0.344
C21 -7.52 -2.02 3.50  -0.191
H29 -5.31 -1.65 3.83  0.111
H30 -5.76 -2.17 2.29  0.110
H31 -5.43 0.23 2.07  0.110
H32 -6.24 0.66 3.47  0.114
H33 -7.31 -0.28 0.77  0.094
H34 -7.91 1.11 1.52  0.103
H35 -7.83 -3.07 3.46  0.094
H36 -7.77 -1.65 4.49  0.085
C22 -2.93 -4.90 -3.46  -0.233
C23 -4.28 -5.66 -3.63  -0.201
C24 -5.46 -4.63 -3.53  -0.211
S3 -4.78 -3.11 -4.32  0.736
O6 -5.09 -1.90 -3.53  -0.364
O7 -5.17 -3.15 -5.75  -0.366
C25 -2.98 -3.62 -4.18  -0.217
H37 -2.15 -5.59 -3.80  0.119
H38 -2.83 -4.66 -2.40  0.120
H39 -4.34 -6.38 -2.81  0.107
H40 -4.37 -6.18 -4.58  0.109
H41 -5.64 -4.37 -2.49  0.093
H42 -6.44 -4.85 -3.94  0.099
H43 -2.43 -2.80 -3.71  0.109
H44 -2.73 -3.72 -5.23  0.100
C26 -3.91 3.87 -5.77  -0.238
C27 -4.39 3.90 -7.20  -0.217
C28 -3.22 4.45 -8.16  -0.190
S4 -1.70 3.76 -7.40  0.700
O8 -0.70 4.85 -7.29  -0.367
O9 -1.34 2.54 -8.05  -0.337
C29 -2.47 3.30 -5.73  -0.176
H45 -4.63 3.40 -5.11  0.119
H46 -3.77 4.92 -5.51  0.110
H47 -5.29 4.51 -7.16  0.106
H48 -4.67 2.89 -7.51  0.112
H49 -3.13 5.53 -8.07  0.088
H50 -3.32 4.21 -9.22  0.095
H51 -1.75 3.68 -5.00  0.096
H52 -2.48 2.21 -5.68  0.098
C30 -2.11 7.16 0.33  -0.240
C31 -3.56 7.72 0.24  -0.194
C32 -3.98 7.98 1.75  -0.192
S5 -3.25 6.57 2.71  0.655
O10 -4.28 5.58 2.82  -0.323
O11 -2.67 7.09 3.92  -0.335
C33 -2.02 6.11 1.42  -0.202
H53 -1.33 7.92 0.25  0.114
H54 -1.92 6.70 -0.64  0.110
H55 -4.24 7.09 -0.34  0.108
H56 -3.49 8.64 -0.34  0.101
H57 -5.05 7.91 1.97  0.088
H58 -3.60 8.95 2.06  0.096
H59 -2.50 5.23 0.99  0.102
H60 -1.03 5.88 1.79  0.112
C34 3.24 -6.03 -2.64  -0.221
C35 3.20 -7.52 -2.13  -0.182
C36 4.70 -7.79 -1.71  -0.185
S6 5.44 -6.18 -0.99  0.707
O12 6.64 -5.80 -1.69  -0.335
O13 5.43 -6.22 0.49  -0.370
C37 4.00 -5.17 -1.59  -0.205
H61 2.23 -5.63 -2.71  0.105
H62 3.66 -6.02 -3.64  0.109
H63 2.84 -8.19 -2.91  0.102
H64 2.49 -7.59 -1.29  0.104
H65 5.33 -7.87 -2.60  0.083
H66 4.91 -8.61 -1.02  0.087
H67 4.34 -4.16 -1.83  0.103
H68 3.25 -5.06 -0.80  0.098
N5 3.94 -1.92 -6.30  0.008
C38 3.48 -2.71 -7.37  -0.122
C39 4.60 -3.32 -7.88  -0.149
C40 5.71 -3.13 -7.01  -0.121
C41 5.28 -2.27 -6.01  -0.120
H69 3.40 -1.25 -5.76  0.139
H70 2.45 -2.69 -7.68  0.099
H71 4.65 -3.91 -8.78  0.083
H72 6.68 -3.61 -7.11  0.086
H73 5.82 -1.82 -5.19  0.100
N6 4.61 4.48 2.60  0.010
C42 3.73 4.30 3.63  -0.138
C43 4.24 5.00 4.74  -0.136
C44 5.29 5.81 4.31  -0.120
C45 5.58 5.38 3.02  -0.136
H74 4.42 4.04 1.71  0.153
H75 2.88 3.63 3.53  0.101
H76 3.83 4.98 5.74  0.080
H77 5.77 6.46 5.03  0.088
H78 6.35 5.68 2.33  0.098

Properties
HOMO level (hartree): -0.23661
Charge: -1
Gap between HOMO and LUMO (Eh): 0.28269

=====

Density functional theory data (ωB97M-V with the def2-TZVPD basis set) for a molecular structure, C22H28CrF3N2O2S2Sb2.

Each line ends with the Löwdin spin population.
Atoms and positions in Å:
Cr1 0.43 -0.30 0.23  1.081
C1 -1.20 -3.87 0.57  -0.010
Sb1 -1.68 -1.95 -0.19  -0.039
C2 -2.06 -2.31 -2.23  -0.005
C3 -3.66 -1.60 0.57  -0.009
C4 -4.44 -0.75 -0.39  0.000
C5 -5.23 -1.38 -1.35  -0.001
C6 -5.94 -0.65 -2.29  0.000
C7 -5.87 0.73 -2.28  -0.001
C8 -5.09 1.37 -1.32  -0.001
C9 -4.36 0.64 -0.38  0.000
C10 -3.56 1.40 0.65  -0.007
Sb2 -1.51 1.63 0.08  -0.025
C11 -0.96 3.29 1.28  -0.009
C12 -1.75 2.53 -1.82  0.000
H1 -1.99 -4.55 0.26  -0.002
H2 -1.14 -3.83 1.65  0.000
H3 -0.25 -4.21 0.16  0.000
H4 -2.76 -3.14 -2.31  -0.001
H5 -1.12 -2.57 -2.71  0.000
H6 -2.49 -1.43 -2.69  0.000
H7 -3.57 -1.18 1.57  0.000
H8 -4.10 -2.60 0.67  -0.001
H9 -5.31 -2.46 -1.34  0.000
H10 -6.56 -1.16 -3.01  0.000
H11 -6.43 1.32 -2.99  0.000
H12 -5.06 2.45 -1.29  0.000
H13 -3.59 0.95 1.64  0.000
H14 -3.92 2.42 0.74  -0.001
H15 -1.69 4.08 1.12  -0.001
H16 0.03 3.65 1.01  0.000
H17 -0.97 3.00 2.33  0.000
H18 -2.35 3.43 -1.69  0.000
H19 -2.28 1.84 -2.48  0.000
H20 -0.79 2.79 -2.24  0.000
C13 0.81 0.09 3.71  0.002
C14 1.52 1.03 2.80  0.004
N1 1.39 1.03 1.49  -0.001
C15 2.18 1.99 0.88  0.000
C16 2.89 2.75 1.74  0.000
S1 2.60 2.22 3.34  0.001
C17 2.11 1.98 -0.58  0.002
C18 2.71 2.78 -1.50  -0.001
S2 2.29 2.26 -3.07  0.006
C19 1.32 1.02 -2.44  0.012
N2 1.32 0.98 -1.12  -0.005
C20 0.55 0.10 -3.33  0.001
H21 0.08 -0.50 3.16  0.001
H22 0.30 0.62 4.51  0.000
H23 1.53 -0.60 4.17  0.000
H24 3.58 3.55 1.53  0.000
H25 3.38 3.61 -1.33  0.000
H26 0.53 0.47 -4.35  0.000
H27 -0.48 0.02 -2.97  0.000
H28 1.00 -0.89 -3.32  0.001
F1 2.94 -4.12 0.68  0.000
C21 2.97 -3.15 -0.23  0.000
F2 2.99 -3.68 -1.44  0.000
F3 4.07 -2.42 -0.05  0.000
C22 1.75 -2.22 -0.05  0.010
O1 1.10 -1.81 -1.04  -0.005
O2 1.48 -1.78 1.10  0.002

Properties
HOMO level (alpha / beta) (hartree): -0.51145 / -0.51142
Charge: +2
Energy above the lowest of the compared OMol25 structures with the same formula, charge and spin (kJ/mol): 0.0
Spin multiplicity: 2
Gap between HOMO and LUMO (alpha / beta) (Eh): 0.25538 / 0.26884

=====

Density functional theory data (ωB97M-V with the def2-TZVPD basis set) for a molecular structure, C18H29N2Yb.

Each line ends with the Löwdin spin population.
Atoms and positions in Å:
C1 1.47 2.44 -1.74  0.003
H1 2.17 2.41 -0.86  0.001
H2 1.91 2.00 -2.69  0.000
H3 0.55 0.02 1.49  0.004
C2 0.35 3.29 -1.61  0.000
H4 -0.59 2.89 -1.90  0.000
H5 0.28 3.58 -0.55  0.000
C3 0.77 4.58 -2.36  0.000
H6 -0.03 5.35 -2.41  0.000
H7 1.64 5.01 -1.88  0.000
H8 1.09 4.32 -3.37  0.000
C4 -0.74 -1.84 -0.47  0.274
C5 -1.40 -1.11 -1.47  0.025
C6 -0.46 -0.81 -2.48  0.225
C7 0.78 -1.37 -2.10  0.194
C8 0.60 -2.01 -0.85  0.056
C9 1.61 -2.75 -0.06  0.000
C10 2.02 -1.29 -2.91  0.031
C11 -0.78 -0.13 -3.77  0.038
C12 -2.86 -0.87 -1.54  -0.008
C13 -1.42 -2.42 0.72  0.052
Yb1 0.90 1.07 -0.20  0.023
H9 2.91 -1.53 -2.32  0.001
H10 2.00 -1.98 -3.78  0.013
H11 2.16 -0.28 -3.33  0.006
H12 2.64 -2.48 -0.35  0.000
H13 1.51 -2.52 1.01  0.000
H14 1.53 -3.85 -0.14  0.001
H15 -2.29 -1.81 1.00  0.004
H16 -1.79 -3.45 0.56  0.021
H17 -0.76 -2.43 1.60  0.006
H18 -3.11 -0.05 -2.22  0.000
H19 -3.42 -1.76 -1.88  -0.002
H20 -3.27 -0.60 -0.55  -0.001
H21 -0.08 0.68 -3.99  0.009
H22 -0.75 -0.84 -4.62  0.015
H23 -1.78 0.30 -3.75  0.000
N1 -0.83 -0.27 6.20  0.000
C14 -0.49 -0.07 4.90  0.000
C15 0.80 -0.46 4.55  0.000
C16 1.20 -0.39 3.28  0.000
N2 0.19 -0.02 2.43  0.006
C17 -0.93 0.78 2.68  0.001
C18 -1.37 0.53 3.95  0.000
H24 -0.12 -0.68 6.81  0.000
H25 -1.72 -0.02 6.58  0.000
H26 1.55 -0.86 5.20  0.000
H27 2.22 -0.44 2.94  0.000
H28 -1.52 1.31 1.93  0.000
H29 -2.35 0.82 4.31  0.000

Properties
HOMO level (alpha / beta) (hartree): -0.46651 / -0.46629
Charge: +2
Energy above the lowest of the compared OMol25 structures with the same formula, charge and spin (kJ/mol): 665.0
Spin multiplicity: 2
Gap between HOMO and LUMO (alpha / beta) (Eh): 0.19613 / 0.18213

=====

Density functional theory data (ωB97M-V with the def2-TZVPD basis set) for a molecular structure, C22H30N5O5S4SeTl.

Each line ends with the Löwdin charge.
Atoms and positions in Å:
Tl1 -0.01 0.64 0.28  0.780
O1 -2.12 3.52 -2.04  0.061
C1 -1.67 2.52 -1.51  -0.485
N1 -0.58 2.48 -0.72  -0.081
C2 -0.36 3.70 0.05  -0.189
C3 -0.75 3.53 1.51  -0.264
C4 -0.57 4.57 2.42  -0.012
C5 -0.95 4.37 3.73  -0.051
C6 -1.50 3.15 4.09  -0.041
C7 -1.63 2.17 3.13  -0.126
N2 -1.26 2.36 1.86  0.065
C8 -2.46 1.24 -1.67  -0.201
C9 -3.29 1.06 -2.77  0.014
C10 -4.13 -0.03 -2.78  -0.043
C11 -4.13 -0.89 -1.69  -0.050
C12 -3.25 -0.65 -0.65  -0.158
N3 -2.43 0.40 -0.65  0.044
H1 -1.01 4.47 -0.39  0.129
H2 0.66 4.07 -0.02  0.075
H3 -0.13 5.50 2.09  0.118
H4 -0.82 5.15 4.46  0.108
H5 -1.80 2.94 5.11  0.110
H6 -1.99 1.18 3.38  0.109
H7 -3.27 1.79 -3.57  0.122
H8 -4.79 -0.21 -3.62  0.110
H9 -4.80 -1.74 -1.65  0.106
H10 -3.19 -1.30 0.20  0.114
C13 3.01 2.76 -1.31  -0.493
C14 3.11 1.64 -2.33  -0.492
S1 1.56 0.71 -2.58  0.843
C15 2.29 -0.91 -2.83  -0.550
C16 2.82 -1.66 -1.58  -0.523
S2 2.47 -1.12 0.11  0.857
C17 3.96 -0.15 0.49  -0.465
C18 3.77 1.27 1.01  -0.476
S3 2.46 2.31 0.35  0.905
H11 2.29 3.51 -1.64  0.075
H12 3.98 3.26 -1.23  0.086
H13 3.87 0.93 -2.03  0.061
H14 3.41 2.06 -3.29  0.083
H15 3.09 -0.81 -3.56  0.078
H16 1.51 -1.51 -3.29  0.039
H17 3.91 -1.77 -1.64  0.073
H18 2.41 -2.67 -1.61  0.050
H19 4.58 -0.16 -0.40  0.061
H20 4.49 -0.71 1.27  0.085
H21 4.71 1.81 0.90  0.088
H22 3.51 1.24 2.07  0.062
C19 -1.42 -4.82 -2.00  -0.056
N4 -1.22 -4.40 -0.64  -0.164
C20 -1.59 -5.24 0.48  -0.106
C21 -1.21 -4.39 1.70  -0.105
N5 -0.88 -3.11 1.09  0.047
C22 -0.85 -3.17 -0.23  -0.717
S4 -0.39 -1.91 -1.26  0.742
H23 -2.48 -5.05 -2.18  0.092
H24 -0.83 -5.71 -2.21  0.092
H25 -1.13 -4.01 -2.67  0.052
H26 -1.04 -6.19 0.44  0.122
H27 -2.67 -5.47 0.44  0.122
H28 -0.35 -4.79 2.23  0.125
H29 -2.04 -4.28 2.41  0.121
H30 -0.55 -2.26 1.60  0.081
O2 1.99 -1.35 3.04  -0.483
Se1 0.80 -0.27 3.17  0.790
O3 0.06 -0.18 4.61  -0.440
O4 -0.42 -0.65 1.98  -0.565
O5 1.24 1.19 2.52  -0.562

Properties
HOMO level (hartree): -0.31579
Charge: 0
Energy above the lowest of the compared OMol25 structures with the same formula, charge and spin (kJ/mol): 95.7
Gap between HOMO and LUMO (Eh): 0.29428

=====

Density functional theory data (ωB97M-V with the def2-TZVPD basis set) for a molecular structure, C28H30N6O5ReS3.

Each line ends with the Löwdin spin population.
Atoms and positions in Å:
Re1 -0.31 0.09 0.51  0.772
N1 -2.38 -3.93 0.35  0.004
C1 -1.82 -2.82 -0.22  0.003
S1 -2.83 -1.60 -0.80  0.001
N2 -0.49 -2.87 -0.23  0.006
N3 0.14 -1.71 -0.47  0.009
C2 1.23 -1.76 -1.20  -0.010
C3 1.73 -2.99 -1.85  -0.002
C4 1.79 -3.07 -3.23  -0.001
C5 2.27 -4.22 -3.85  0.000
C6 2.70 -5.29 -3.09  0.000
C7 2.65 -5.21 -1.70  0.000
C8 2.16 -4.07 -1.08  -0.001
C9 1.92 -0.50 -1.35  0.003
C10 3.10 -0.31 -2.08  -0.001
C11 3.66 0.94 -2.15  0.002
C12 3.04 2.00 -1.49  -0.002
C13 1.91 1.76 -0.76  0.007
N4 1.35 0.53 -0.70  0.007
H1 -3.35 -4.10 0.17  0.000
H2 -1.77 -4.72 0.51  0.000
H3 1.44 -2.24 -3.83  0.000
H4 2.30 -4.28 -4.93  0.000
H5 3.07 -6.18 -3.56  0.000
H6 2.98 -6.04 -1.10  0.000
H7 2.10 -4.01 -0.01  0.000
H8 3.56 -1.16 -2.57  0.000
H9 4.57 1.10 -2.71  0.000
H10 3.45 3.00 -1.52  0.000
H11 1.40 2.53 -0.19  0.001
O1 -2.99 4.92 -0.08  0.001
C14 -2.43 4.98 1.15  0.000
C15 -2.71 6.10 1.92  0.000
C16 -2.17 6.23 3.19  0.000
C17 -1.35 5.23 3.71  0.000
C18 -1.08 4.12 2.95  0.000
C19 -1.60 3.97 1.67  0.001
C20 -1.27 2.76 0.91  0.005
O2 -0.52 1.88 1.48  0.034
N5 -1.72 2.60 -0.31  0.008
N6 -1.25 1.40 -0.86  -0.004
C21 -1.50 1.31 -2.13  0.012
S2 -1.00 -0.03 -3.10  0.005
C22 -1.22 0.88 -4.66  0.000
C23 -2.49 1.69 -4.51  0.000
S3 -2.36 2.59 -2.95  0.004
H12 -2.71 4.08 -0.50  0.000
H13 -3.35 6.86 1.50  0.000
H14 -2.40 7.11 3.77  0.000
H15 -0.94 5.33 4.71  0.000
H16 -0.44 3.33 3.33  0.000
H17 -1.30 0.14 -5.46  0.000
H18 -0.35 1.52 -4.85  0.000
H19 -3.36 1.03 -4.48  0.000
H20 -2.61 2.42 -5.31  0.000
C24 -2.00 -0.39 3.96  0.008
C25 -1.71 -1.45 2.92  0.011
C26 -0.63 -2.44 3.32  -0.001
O3 -1.34 -0.80 1.71  0.117
H21 -2.37 -0.86 4.88  0.002
H22 -2.76 0.30 3.61  0.000
H23 -1.10 0.17 4.20  0.000
H24 -2.62 -2.01 2.65  0.001
H25 0.28 -1.92 3.62  0.000
H26 -0.40 -3.11 2.49  0.000
H27 -0.99 -3.03 4.16  0.000
C27 3.34 -1.22 2.41  -0.001
O4 2.27 -1.03 1.48  -0.002
C28 1.32 -0.13 1.86  -0.006
O5 1.42 0.45 2.92  0.004
H28 3.97 -1.99 1.97  0.000
H29 2.96 -1.54 3.38  0.000
H30 3.90 -0.29 2.54  0.000

Properties
HOMO level (alpha / beta) (hartree): -0.26700 / -0.26405
Charge: 0
Energy above the lowest of the compared OMol25 structures with the same formula, charge and spin (kJ/mol): 91.1
Spin multiplicity: 2
Gap between HOMO and LUMO (alpha / beta) (Eh): 0.25240 / 0.24254

=====

Density functional theory data (ωB97M-V with the def2-TZVPD basis set) for a molecular structure, C22H34Br2NSiY.

Each line ends with the natural charge from an NBO analysis.
Atoms and positions in Å:
Y1 -0.25 -0.07 0.28  1.689
C1 -2.32 -0.08 -3.02  -0.679
C2 -1.81 0.80 -1.91  0.054
C3 -0.59 1.48 -2.04  -0.081
C4 0.19 1.35 -3.33  -0.652
C5 -0.15 2.37 -1.02  -0.051
C6 1.15 3.12 -1.17  -0.658
C7 -0.97 2.59 0.11  -0.015
C8 -0.64 3.65 1.13  -0.656
C9 -2.18 1.86 0.26  -0.042
C10 -3.01 2.07 1.50  -0.658
C11 -2.61 0.99 -0.76  -0.077
C12 -3.97 0.33 -0.71  -0.654
H1 -3.01 0.49 -3.65  0.267
H2 -2.87 -0.94 -2.65  0.236
H3 -1.52 -0.43 -3.67  0.240
H4 0.52 0.33 -3.51  0.232
H5 1.05 2.00 -3.37  0.247
H6 -0.46 1.62 -4.17  0.259
H7 1.01 3.97 -1.84  0.264
H8 1.93 2.49 -1.61  0.232
H9 1.52 3.48 -0.22  0.249
H10 -0.17 3.23 2.03  0.259
H11 -1.54 4.17 1.43  0.248
H12 0.04 4.39 0.72  0.246
H13 -3.74 2.87 1.34  0.265
H14 -2.39 2.36 2.35  0.247
H15 -3.57 1.18 1.78  0.232
H16 -3.91 -0.76 -0.64  0.235
H17 -4.51 0.56 -1.63  0.259
H18 -4.58 0.69 0.11  0.248
Br1 0.10 -2.37 -1.80  0.184
C13 1.95 -2.68 -1.29  -0.496
Br2 2.46 -1.44 0.10  0.240
H19 2.57 -2.52 -2.16  0.266
H20 2.03 -3.69 -0.90  0.267
C14 0.43 -2.26 3.91  -1.139
Si1 -0.62 -0.92 3.18  1.810
C15 -1.68 -1.70 1.75  -1.182
C16 -1.85 -0.24 4.40  -1.138
N1 0.30 0.25 2.28  -1.368
C17 1.30 1.12 2.79  0.224
C18 1.37 1.49 4.13  -0.273
C19 2.36 2.37 4.56  -0.161
C20 3.27 2.90 3.66  -0.216
C21 3.21 2.54 2.32  -0.173
C22 2.23 1.65 1.90  -0.291
H21 -0.19 -3.02 4.41  0.266
H22 1.10 -1.85 4.66  0.271
H23 1.04 -2.76 3.16  0.244
H24 -2.34 -2.39 2.29  0.327
H25 -1.17 -2.36 1.03  0.240
H26 -2.39 -1.05 1.22  0.237
H27 -2.54 -1.03 4.71  0.263
H28 -2.43 0.58 4.00  0.246
H29 -1.35 0.11 5.31  0.265
H30 0.66 1.10 4.84  0.216
H31 2.40 2.65 5.60  0.237
H32 4.04 3.59 4.01  0.240
H33 3.93 2.94 1.62  0.229
H34 2.20 1.36 0.85  0.175

Properties
HOMO level (hartree): -0.49665
Charge: +2
Energy above the lowest of the compared OMol25 structures with the same formula, charge and spin (kJ/mol): 15.6
Gap between HOMO and LUMO (Eh): 0.25378